1.
{
  "formula": "C20H21N5OS",
  "method": "ωB97M-V with the def2-TZVPD basis set",
  "elements": ["O", "C", "N", "C", "C", "H", "C", "C", "H", "H", "H", "H", "H", "H", "H", "C", "H", "H", "S", "C", "N", "N", "C", "N", "C", "C", "C", "C", "C", "C", "C", "H", "H", "H", "H", "H", "H", "H", "C", "N", "C", "C", "C", "C", "H", "H", "H", "H"],
  "coordinates": [[-0.76011, 0.43882, -3.04705], [-1.34456, 1.37518, -2.53306], [-0.72868, 2.53839, -2.25575], [-1.29161, 3.69524, -1.58443], [-0.13202, 4.69177, -1.51370], [-0.13442, 5.33196, -2.39638], [1.10458, 3.79478, -1.52839], [0.69422, 2.70037, -2.50543], [0.85650, 3.01317, -3.54325], [1.20270, 1.74690, -2.35264], [1.27655, 3.37270, -0.53724], [2.00202, 4.31982, -1.84637], [-0.18913, 5.32063, -0.62806], [-1.63893, 3.41899, -0.58178], [-2.14009, 4.10187, -2.14234], [-2.79055, 1.26218, -2.09019], [-3.26958, 0.41387, -2.57636], [-3.36824, 2.17235, -2.22709], [-2.75956, 0.91217, -0.29222], [-2.04457, -0.67822, -0.41198], [-2.64470, -1.73669, -0.88743], [-1.76607, -2.72935, -0.87442], [-0.62742, -2.27936, -0.38808], [-0.75553, -0.95664, -0.07398], [0.19175, -0.05951, 0.53421], [0.17977, -0.21520, 2.03648], [-0.97274, 0.07970, 2.75420], [-1.00182, -0.08586, 4.12713], [0.12110, -0.54568, 4.79438], [1.27248, -0.83774, 4.08366], [1.30211, -0.67532, 2.70940], [2.19447, -0.91345, 2.15209], [2.15010, -1.19759, 4.60042], [0.09755, -0.67706, 5.86609], [-1.90303, 0.14395, 4.67578], [-1.85135, 0.44008, 2.23639], [-0.10321, 0.95940, 0.25971], [1.18045, -0.29113, 0.13542], [0.56061, -3.09951, -0.26420], [1.68811, -2.53834, 0.16683], [2.76685, -3.29457, 0.25834], [2.79136, -4.64132, -0.06444], [1.61598, -5.22732, -0.51525], [0.48033, -4.44916, -0.62086], [-0.46120, -4.83941, -0.96957], [1.59059, -6.27422, -0.78053], [3.70103, -5.21301, 0.03252], [3.65788, -2.78863, 0.60945]],
  "forces_ev_per_a": [[0.0303, -0.2683, -0.1466], [-0.3206, 0.0074, -0.0662], [0.3154, 0.2559, -0.0423], [-0.4144, 0.2425, 0.2059], [0.0113, -0.0694, 0.0574], [-0.0088, 0.0410, -0.0076], [-0.1160, 0.0075, -0.1515], [0.3502, -0.1961, -0.0794], [0.0832, -0.0566, 0.0450], [-0.0116, 0.0932, -0.0600], [0.0312, -0.0328, 0.0319], [0.0644, -0.0057, 0.0349], [-0.0461, 0.0665, -0.0195], [0.0109, 0.0807, -0.0654], [0.0206, 0.0121, 0.0860], [0.1781, -0.2273, 0.2222], [0.0625, 0.1441, -0.0500], [-0.0300, 0.0322, -0.0084], [-0.3285, -0.0680, -0.1193], [-0.0498, 0.4545, 0.1713], [-0.7496, 0.6491, 0.0310], [0.8010, -0.8823, -0.0409], [-0.5237, 0.4801, -0.0262], [-0.3878, -0.6574, -0.5306], [0.4897, 0.4110, 0.2540], [0.0972, 0.0347, -0.0646], [0.0493, -0.0168, 0.0070], [-0.1022, 0.0366, 0.0082], [0.0382, -0.0307, 0.0778], [0.0488, -0.0041, 0.1045], [-0.0207, 0.1037, -0.0160], [0.0684, -0.0242, -0.0676], [0.0699, -0.0301, 0.0466], [-0.0016, -0.0129, 0.0840], [-0.0745, 0.0208, 0.0554], [-0.0640, 0.0209, 0.0095], [0.0575, -0.1746, -0.0368], [-0.2095, 0.1708, 0.0655], [0.4582, -0.6623, -0.0186], [-0.3345, 0.2252, -0.0821], [0.3234, -0.2794, 0.0204], [-0.0596, 0.0402, -0.0050], [0.0121, 0.1343, 0.0358], [0.0747, 0.1351, 0.0648], [-0.0805, -0.0633, -0.0336], [-0.0170, -0.0611, -0.0192], [0.0831, -0.0216, 0.0132], [0.1216, -0.0551, 0.0247]],
  "orbital_gap_ev": 9.0,
  "energy_ha": -1521.957335,
  "fmax_ha_per_bohr": 0.0232,
  "smiles": "O=C(CSc1nnc(-c2ccccn2)n1Cc1ccccc1)N1CCCC1"
}

2.
{
  "formula": "Cl2S",
  "method": "ωB97M-V with the def2-TZVPD basis set",
  "elements": ["S", "Cl", "Cl"],
  "coordinates": [[2.03939, -0.95595, 0.92556], [-2.36803, 1.03526, -0.96783], [0.32864, -0.07931, 0.04226]],
  "forces_ev_per_a": [[-2.9252, 1.3811, -1.3141], [0.7897, -0.4007, 0.4198], [2.1355, -0.9804, 0.8942]],
  "orbital_gap_ev": [3.7, 3.6],
  "energy_ha": -1318.392742,
  "fmax_ha_per_bohr": 0.0679
}

3.
{
  "formula": "C3H5NO2",
  "method": "ωB97M-V with the def2-TZVPD basis set",
  "elements": ["C", "N", "C", "O", "C", "O", "H", "H", "H", "H", "H"],
  "coordinates": [[1.76579, 0.66433, 0.35406], [-0.48184, -0.70192, -0.12090], [-0.55046, 0.55552, 0.05904], [0.49183, 1.31670, 0.33889], [-1.68177, -1.33797, -0.46858], [-1.95760, -2.45925, -0.13694], [1.95471, 0.19262, -0.61357], [1.79162, -0.10041, 1.13316], [2.48941, 1.45367, 0.55515], [-1.46416, 1.15716, 0.01847], [-2.35754, -0.74043, -1.11879]],
  "forces_ev_per_a": [[0.2265, -0.0970, 0.0155], [0.0094, 0.2866, 0.0415], [-0.0691, -0.1404, -0.0830], [-0.1498, 0.0125, -0.0234], [-0.1300, -0.2802, 0.0764], [0.1091, 0.3676, -0.1494], [0.0057, 0.0704, 0.1411], [-0.0104, 0.0890, -0.0869], [-0.0800, -0.1455, -0.0349], [0.0664, -0.0947, -0.0102], [0.0223, -0.0682, 0.1132]],
  "orbital_gap_ev": 10.9,
  "energy_ha": -322.522255,
  "fmax_ha_per_bohr": 0.0080,
  "smiles": "CO/C=N/C=O"
}

4.
{
  "formula": "C3H7NO2",
  "method": "ωB97M-V with the def2-TZVPD basis set",
  "elements": ["O", "C", "C", "N", "C", "O", "H", "H", "H", "H", "H", "H", "H"],
  "coordinates": [[-0.06566, 1.30169, -0.16304], [0.93168, 0.45186, -0.68847], [0.93697, -0.75930, 0.25692], [-0.46316, -0.97986, 0.62023], [-1.07832, 0.26680, 0.83505], [-1.53513, 0.78808, 1.78846], [-1.18497, 1.02964, -0.64542], [1.89122, 0.97730, -0.70687], [0.67945, 0.14169, -1.71234], [1.50360, -0.53306, 1.16494], [1.34773, -1.66598, -0.19352], [-0.96441, -1.48773, -0.09994], [-1.99901, 0.46887, -0.45599]],
  "forces_ev_per_a": [[-0.0497, 0.0535, -0.0178], [0.0976, -0.0853, -0.0739], [0.1635, 0.0097, 0.0001], [-0.1284, 0.0020, -0.0370], [-0.3044, 0.2028, 0.3833], [0.2878, -0.2771, -0.5864], [0.0682, -0.0335, 0.1153], [-0.1202, -0.0774, 0.0115], [0.0365, 0.0270, 0.1286], [-0.0706, -0.0299, -0.1283], [-0.0770, 0.1658, 0.0516], [0.0619, 0.0358, 0.0708], [0.0350, 0.0068, 0.0822]],
  "orbital_gap_ev": 10.3,
  "energy_ha": -323.610059,
  "fmax_ha_per_bohr": 0.0138
}

5.
{
  "formula": "C31H27As2Cl3N4O7SV",
  "method": "ωB97M-V with the def2-TZVPD basis set",
  "elements": ["V", "O", "N", "O", "C", "C", "C", "C", "C", "C", "N", "C", "C", "N", "C", "C", "C", "C", "H", "H", "H", "H", "H", "H", "H", "C", "As", "C", "C", "C", "C", "C", "C", "C", "As", "C", "C", "H", "H", "H", "H", "H", "H", "H", "H", "H", "H", "H", "H", "H", "H", "H", "H", "O", "C", "N", "S", "O", "O", "C", "C", "C", "C", "C", "C", "H", "H", "H", "H", "Cl", "C", "Cl", "Cl", "C", "O", "O"],
  "coordinates": [[-15.44989, -1.96974, -10.99569], [-16.16046, -0.43749, -17.89006], [-16.62274, 0.42434, -17.15931], [-17.15194, 1.41592, -17.56401], [-16.38585, 0.27270, -15.67558], [-16.38543, 1.41091, -14.96015], [-16.14832, 1.35943, -13.54755], [-16.21616, 2.51560, -12.73211], [-16.05429, 2.37407, -11.37569], [-15.87597, 1.09477, -10.84464], [-15.81613, -0.00108, -11.58088], [-15.92252, 0.13742, -12.94182], [-16.08113, -1.08215, -13.67657], [-16.12719, -2.19740, -12.95070], [-16.45595, -3.30560, -13.56558], [-16.52449, -3.38224, -14.94543], [-16.36034, -2.24696, -15.72292], [-16.28073, -1.02602, -15.06613], [-16.53430, 2.36503, -15.45192], [-16.35788, 3.46636, -13.18487], [-16.04300, 3.27590, -10.72484], [-15.91052, 0.95566, -9.78300], [-16.56385, -4.16973, -12.90375], [-16.72298, -4.34341, -15.38869], [-16.35275, -2.24919, -16.81016], [-13.74536, -3.66605, -8.18473], [-13.94197, -1.85228, -8.84767], [-12.10089, -1.58527, -9.31154], [-13.94107, -0.86254, -7.14353], [-14.31952, -1.59491, -6.00479], [-14.11304, -1.13046, -4.71568], [-13.60445, 0.12731, -4.54155], [-13.33625, 0.94272, -5.64342], [-13.51509, 0.48996, -6.95615], [-13.39192, 1.78742, -8.50839], [-14.86262, 2.92803, -7.86841], [-11.83617, 2.79640, -7.94091], [-13.00207, -3.70249, -7.39373], [-13.45516, -4.28778, -9.01107], [-14.69363, -4.06093, -7.84370], [-11.53586, -1.41542, -8.38593], [-11.91658, -0.70459, -9.97401], [-11.67443, -2.48502, -9.77833], [-14.73723, -2.56318, -6.15455], [-14.40306, -1.74405, -3.86335], [-13.40410, 0.52586, -3.54577], [-12.84948, 1.90297, -5.51305], [-14.73279, 3.48841, -6.93683], [-15.73596, 2.25723, -7.77657], [-15.09959, 3.61110, -8.69043], [-12.16128, 3.51366, -7.19742], [-11.37609, 3.33374, -8.75459], [-11.09930, 2.13118, -7.48668], [-18.68752, -3.44682, -11.60722], [-18.53706, -2.95077, -10.49551], [-17.32979, -2.44510, -10.05457], [-17.40680, -1.87372, -8.48909], [-17.10622, -0.45834, -8.33689], [-16.76217, -2.75857, -7.52123], [-19.12718, -2.08852, -8.30099], [-19.91151, -1.74856, -7.21850], [-21.25217, -2.08520, -7.24986], [-21.75768, -2.80902, -8.34107], [-20.96950, -3.12157, -9.44044], [-19.63267, -2.77481, -9.41113], [-19.47167, -1.27018, -6.35403], [-21.91495, -1.89302, -6.42161], [-22.77268, -3.15641, -8.25317], [-21.31442, -3.61721, -10.32164], [-11.21591, -4.64346, -11.77442], [-12.84438, -4.63957, -12.51912], [-13.39449, -6.27431, -12.29296], [-12.78193, -4.19428, -14.19708], [-13.81252, -3.60188, -11.79060], [-14.85402, -4.00146, -11.22849], [-13.53713, -2.40005, -11.93493]],
  "forces_ev_per_a": [[-0.2690, -0.6571, 0.3588], [-0.1325, -0.1059, 0.3025], [1.2679, -0.8772, 0.3217], [-0.7207, 0.9408, 0.1006], [-0.4331, 0.1889, -0.5503], [0.2786, 0.0855, 0.0245], [-0.1498, 0.7332, -0.1399], [0.5481, -0.9832, 0.3786], [0.0693, 1.1583, -0.1765], [-0.3916, -0.0936, -0.0113], [0.1669, 0.8791, -0.4402], [-0.6294, -0.2538, 1.0164], [0.0218, 1.1219, -0.4967], [-0.3730, 0.1737, -0.2643], [0.3237, -1.0776, 0.5805], [-0.1017, 0.1512, -0.8111], [-0.5292, -0.8667, -0.1941], [0.5301, 0.1835, 0.1017], [-0.0600, -0.0956, 0.0357], [-0.1671, 0.6692, -0.2787], [-0.1694, -0.9757, -0.4541], [0.2469, -0.2033, 0.3637], [-0.0976, 0.2145, -0.4991], [0.0873, -0.0948, -0.1764], [-0.1339, -0.3256, 0.3743], [-0.1923, 0.0737, 0.2661], [-0.3442, 0.2875, 0.4903], [1.4316, 0.6800, -0.3113], [-0.2091, 0.7870, 0.7258], [0.6528, 0.2925, -0.6010], [-0.6666, -0.3508, -0.0725], [0.5477, 1.1982, 0.2515], [0.3526, -0.3979, -0.5115], [-0.2621, -0.7073, -0.4746], [-0.2097, -1.1978, 0.6561], [-0.5605, -0.1997, -0.4531], [0.1092, 0.0727, 0.5893], [0.0932, -0.0330, 0.0401], [0.3473, -0.2150, -0.4468], [-0.1900, 0.1205, 0.1784], [-0.1236, -0.0278, -0.1235], [-0.3483, -0.7720, 0.4144], [-0.3203, 0.3123, -0.0368], [-0.2038, -0.5294, 0.0511], [0.1377, 0.1122, -0.1980], [-0.0703, -0.1712, -0.2037], [-0.3408, 0.1506, 0.2300], [0.2165, -0.2394, -0.1695], [0.3332, 0.2437, 0.1396], [0.0729, 0.1702, 0.2442], [0.1186, 0.2080, 0.2291], [0.0705, 0.0911, -0.3465], [-0.0709, 0.0162, -0.1152], [-0.2941, 0.3691, 1.0141], [0.0379, -0.0199, 0.0626], [0.1034, 0.8299, 1.2348], [-0.5470, -0.4720, 0.5687], [0.3132, -0.5122, -0.6518], [-0.0409, 0.5653, -1.0509], [-0.6823, -0.7706, -0.7595], [0.2855, 0.1990, 0.2567], [-0.0715, -0.8415, -0.6894], [0.0925, 0.2565, 0.4740], [0.4923, 0.0853, 0.0560], [0.9863, 0.7977, 0.0537], [-0.0019, 0.1341, -0.0160], [0.0597, 0.1714, 0.1541], [-0.2769, 0.0254, -0.3459], [-0.4954, -0.3733, -0.2532], [0.0001, 0.7088, -0.0908], [-0.1551, 0.1827, 1.3163], [-0.6967, -0.5847, -0.2316], [0.0986, 0.0761, -0.5530], [0.3651, -0.8680, -0.8292], [0.4940, -0.4401, 0.2585], [0.3795, 0.6162, 0.1140]],
  "orbital_gap_ev": [6.2, 7.5],
  "energy_ha": -9137.543480,
  "fmax_ha_per_bohr": 0.0314,
  "spin_multiplicity": 4
}

6.
{
  "formula": "C15H21N3NiO3",
  "method": "ωB97M-V with the def2-TZVPD basis set",
  "elements": ["C", "C", "C", "C", "C", "Ni", "N", "C", "C", "H", "H", "H", "H", "H", "H", "H", "H", "H", "H", "C", "C", "C", "C", "C", "C", "O", "N", "C", "O", "N", "C", "O", "H", "H", "H", "H", "H", "H", "H", "H", "H", "H", "H"],
  "coordinates": [[2.47726, -1.64477, -2.45372], [1.43693, -2.43283, -3.06258], [0.51417, -2.83930, -2.05850], [0.97232, -2.34123, -0.80906], [2.18643, -1.57412, -1.02777], [0.89427, -0.70294, -1.98605], [1.39329, 1.01445, -2.23052], [0.36959, 1.02888, -3.68590], [-0.05128, -0.30154, -4.15550], [-0.29316, -3.56032, -2.15702], [1.46208, -2.80322, -4.08411], [0.63776, -2.71175, 0.15327], [2.88857, -1.31080, -0.25819], [3.43842, -1.41503, -2.88591], [0.54530, -0.77969, -4.93498], [1.11119, 1.53168, -4.34802], [1.76974, 1.80293, -1.65658], [-1.10026, -0.60272, -4.05398], [-0.54670, 1.64328, -3.48690], [1.25068, 1.59147, 2.84821], [-0.21972, 1.91232, 2.49457], [-1.13955, 0.81904, 2.00984], [-1.68119, -0.17463, 3.06351], [-0.71251, -0.86625, 4.03632], [-2.36726, 1.53541, 1.43878], [-3.25435, 2.00920, 2.13344], [-2.40000, 1.60711, 0.07676], [-1.67524, 0.91633, -0.90220], [-1.90729, 1.24868, -2.05125], [-0.69181, 0.07803, -0.51188], [-0.39621, 0.01986, 0.83655], [0.45860, -0.77276, 1.26569], [1.31084, 0.85794, 3.67650], [1.71498, 2.55729, 3.15807], [1.79962, 1.19451, 1.96191], [-0.71593, 2.38185, 3.34539], [-0.20741, 2.62243, 1.66037], [-2.44455, 0.37236, 3.62700], [-2.25415, -0.96533, 2.54364], [-0.18306, -0.11092, 4.65199], [-1.29348, -1.55702, 4.69515], [0.03778, -1.44947, 3.46232], [-3.13469, 2.17160, -0.33869]],
  "forces_ev_per_a": [[0.9708, -2.7973, 0.6293], [1.2926, -0.8546, 0.3023], [0.8150, -0.7143, 0.4794], [1.4981, -1.5539, 0.0142], [1.4348, -3.0894, 0.5390], [-4.6648, 2.1098, -1.4534], [-0.1665, 1.8947, -2.0737], [0.9831, 2.2834, 0.7576], [0.4047, 0.1932, 0.9000], [-0.0898, 0.4482, -0.2107], [-0.3122, 0.5003, 0.1007], [-0.3001, 0.6254, -0.2664], [-0.0696, 0.4814, 0.1454], [-0.2732, 0.5728, -0.2751], [-0.2120, 0.0071, 0.1925], [-0.7119, -0.1105, 0.0663], [-0.9987, -0.3358, -0.9555], [0.3619, 0.1875, -0.0684], [1.3643, -0.2194, -0.1329], [-0.0120, 0.0490, -0.2148], [0.6067, 0.3889, 0.0552], [-0.3453, -1.2640, -1.7157], [-0.2740, -0.3202, 0.1182], [0.1911, -0.0820, -0.1818], [0.2370, -0.5546, -0.5242], [-0.0562, 0.3510, 0.1050], [-1.2917, 0.9005, 1.0868], [2.0896, 0.2145, -0.4116], [-1.1508, -0.4553, 0.1581], [-0.7483, 0.2406, 2.1120], [-0.1222, -1.3903, -0.3323], [-0.4804, 1.1401, 0.2998], [0.1850, 0.4640, -0.5480], [-0.1331, -0.6739, -0.0867], [-0.4409, 0.2307, 0.7560], [0.0266, 0.2541, 0.1019], [0.1361, 0.3052, 0.2413], [0.1628, 0.0560, 0.1066], [0.2997, 0.2753, -0.0458], [-0.3206, -0.5444, -0.1274], [0.4470, 0.5275, -0.3246], [-0.4221, 0.3927, 0.4258], [0.0895, -0.1340, 0.2553]],
  "total_charge": -2,
  "orbital_gap_ev": [3.5, 3.6],
  "energy_ha": -2482.265453,
  "fmax_ha_per_bohr": 0.1035,
  "spin_multiplicity": 3
}